{"formula": "C25H59AlN5O5", "method": "ωB97M-V/def2-TZVPD", "elements": ["C", "C", "C", "C", "Al", "C", "C", "O", "C", "C", "C", "N", "C", "C", "C", "C", "H", "H", "H", "H", "H", "H", "H", "H", "H", "H", "H", "H", "H", "H", "H", "H", "H", "H", "H", "H", "H", "H", "H", "H", "H", "H", "H", "H", "H", "H", "H", "C", "O", "N", "C", "C", "H", "H", "H", "H", "H", "H", "H", "C", "O", "N", "C", "C", "H", "H", "H", "H", "H", "H", "H", "C", "O", "N", "C", "C", "H", "H", "H", "H", "H", "H", "H", "C", "O", "N", "C", "C", "H", "H", "H", "H", "H", "H", "H"], "positions_angstrom": [[-1.122, 1.878, 2.591], [-1.274, 0.364, 2.737], [-1.692, -0.359, 1.452], [-0.862, -1.609, 1.107], [-0.010, -1.690, -0.759], [-1.124, -3.051, -1.821], [-0.784, -3.259, -3.283], [0.609, -3.381, -3.563], [1.863, -2.489, -0.524], [3.093, -1.641, -0.863], [3.588, -0.629, 0.204], [3.257, -0.968, 1.591], [-0.061, 0.132, -1.646], [0.477, 0.158, -3.075], [0.546, 1.213, -0.714], [1.433, 2.264, -1.348], [-1.214, 2.370, 3.553], [-0.139, 2.113, 2.201], [-1.859, 2.283, 1.908], [-0.330, -0.039, 3.093], [-1.988, 0.161, 3.529], [-2.716, -0.689, 1.607], [-1.725, 0.352, 0.632], [-0.083, -1.755, 1.854], [-1.505, -2.482, 1.187], [-0.998, -4.004, -1.304], [-2.186, -2.804, -1.783], [-1.210, -4.181, -3.674], [-1.225, -2.444, -3.864], [1.036, -2.551, -3.306], [1.891, -3.364, -1.169], [1.961, -2.882, 0.480], [2.931, -1.087, -1.784], [3.940, -2.301, -1.060], [4.674, -0.614, 0.162], [3.263, 0.373, -0.069], [3.620, -0.225, 2.180], [2.253, -0.992, 1.735], [-1.115, 0.392, -1.736], [0.206, 1.076, -3.599], [1.562, 0.097, -3.122], [0.060, -0.653, -3.667], [-0.279, 1.755, -0.269], [1.071, 0.738, 0.116], [0.868, 2.780, -2.116], [2.329, 1.847, -1.797], [1.702, 3.022, -0.618], [1.518, -3.093, 5.900], [0.648, -2.610, 5.200], [2.822, -3.155, 5.577], [3.795, -3.720, 6.485], [3.277, -2.643, 4.285], [1.306, -3.515, 6.901], [4.552, -2.978, 6.753], [4.296, -4.578, 6.031], [3.297, -4.054, 7.393], [3.034, -1.590, 4.178], [2.808, -3.180, 3.462], [4.354, -2.774, 4.228], [-1.872, 4.922, -1.654], [-1.346, 3.848, -1.443], [-1.242, 6.106, -1.479], [-1.896, 7.369, -1.730], [0.132, 6.082, -1.007], [-2.911, 5.022, -2.012], [-1.367, 7.937, -2.502], [-1.933, 7.977, -0.822], [-2.915, 7.187, -2.067], [0.769, 5.534, -1.703], [0.196, 5.582, -0.040], [0.493, 7.104, -0.912], [-4.353, 5.153, -5.369], [-4.618, 5.231, -4.183], [-3.112, 5.264, -5.874], [-2.840, 5.200, -7.294], [-2.020, 5.455, -4.934], [-5.126, 5.001, -6.143], [-2.171, 4.369, -7.522], [-2.376, 6.126, -7.640], [-3.772, 5.055, -7.836], [-1.959, 4.606, -4.255], [-2.195, 6.357, -4.349], [-1.082, 5.551, -5.476], [0.521, -6.782, 3.797], [0.594, -7.616, 4.691], [-0.606, -6.183, 3.402], [-0.628, -5.182, 2.345], [-1.845, -6.535, 4.066], [1.406, -6.440, 3.233], [-0.989, -4.236, 2.739], [-1.269, -5.498, 1.520], [0.379, -5.026, 1.965], [-1.781, -6.324, 5.134], [-2.055, -7.599, 3.948], [-2.653, -5.953, 3.631]], "largest_force_ev_per_a": 0.89, "charge": -1, "de_lowest_kcal_mol": 0.00, "spin_multiplicity": 1, "gap_ev": 6.36}

---

{"formula": "C25H59AsN5OsSi6", "method": "ωB97M-V/def2-TZVPD", "elements": ["Os", "C", "Si", "C", "C", "C", "Si", "C", "C", "C", "Si", "C", "C", "C", "C", "C", "C", "C", "N", "H", "H", "H", "H", "H", "H", "H", "H", "H", "H", "H", "H", "H", "H", "H", "H", "H", "H", "H", "H", "H", "H", "H", "H", "H", "H", "H", "H", "C", "Si", "C", "C", "As", "Si", "C", "C", "C", "Si", "C", "C", "C", "H", "H", "H", "H", "H", "H", "H", "H", "H", "H", "H", "H", "H", "H", "H", "H", "H", "H", "H", "H", "H", "H", "H", "H", "H", "H", "H", "N", "C", "N", "N", "C", "N", "H", "H", "H", "H"], "positions_angstrom": [[-0.015, 0.023, 0.162], [1.870, -2.358, -1.086], [0.168, -3.093, -0.766], [0.264, -4.302, 0.652], [-0.404, -4.045, -2.270], [-1.009, -1.578, -0.429], [-2.584, -2.103, 0.670], [-3.773, -0.666, 0.813], [-2.020, -2.663, 2.353], [-3.396, -3.593, -0.109], [-1.764, -0.884, -2.095], [-0.465, -0.587, -3.414], [-3.224, -1.704, -2.893], [-2.192, 0.895, -1.508], [-3.128, 1.734, -2.094], [-3.200, 3.075, -1.745], [-2.291, 3.567, -0.819], [-1.385, 2.701, -0.247], [-1.364, 1.393, -0.552], [2.573, -3.185, -1.212], [2.256, -1.754, -0.258], [1.903, -1.751, -1.992], [1.089, -4.988, 0.440], [-0.634, -4.912, 0.741], [0.460, -3.839, 1.619], [0.273, -4.896, -2.385], [-0.392, -3.502, -3.212], [-1.404, -4.457, -2.127], [-3.300, 0.211, 1.266], [-4.616, -0.952, 1.446], [-4.192, -0.351, -0.142], [-1.102, -2.177, 2.674], [-1.855, -3.739, 2.373], [-2.807, -2.445, 3.078], [-3.908, -3.436, -1.051], [-4.152, -3.893, 0.626], [-2.716, -4.437, -0.213], [-0.029, -1.498, -3.818], [0.346, 0.056, -3.075], [-0.966, -0.074, -4.240], [-3.045, -2.763, -3.077], [-3.366, -1.228, -3.867], [-4.148, -1.599, -2.327], [-3.801, 1.326, -2.837], [-3.934, 3.726, -2.201], [-2.280, 4.609, -0.533], [-0.663, 3.044, 0.478], [-0.089, 0.773, 6.045], [-0.740, -0.403, 4.782], [-0.165, -2.131, 5.151], [-2.529, -0.109, 4.379], [0.488, 0.259, 2.570], [0.654, 2.706, 2.870], [1.561, 3.341, 4.379], [1.629, 3.385, 1.417], [-1.152, 3.192, 3.009], [2.781, -0.621, 2.832], [3.247, -0.205, 4.590], [3.889, 0.233, 1.599], [2.811, -2.472, 2.609], [-0.678, 0.498, 6.933], [-0.298, 1.819, 5.849], [0.958, 0.636, 6.301], [-0.261, -2.238, 6.238], [0.890, -2.271, 4.927], [-0.744, -2.921, 4.685], [-3.137, -0.709, 5.064], [-2.804, -0.386, 3.366], [-2.788, 0.937, 4.547], [2.350, 2.716, 4.787], [0.879, 3.606, 5.183], [2.039, 4.268, 4.048], [2.689, 3.280, 1.657], [1.431, 4.457, 1.331], [1.465, 2.921, 0.446], [-1.445, 3.075, 4.056], [-1.851, 2.608, 2.410], [-1.285, 4.249, 2.765], [2.918, 0.772, 4.930], [4.340, -0.206, 4.635], [2.897, -0.959, 5.295], [3.977, 1.303, 1.789], [3.576, 0.081, 0.567], [4.887, -0.204, 1.704], [1.999, -2.982, 3.126], [3.746, -2.835, 3.045], [2.799, -2.786, 1.568], [2.980, 2.845, -3.619], [3.798, 1.877, -3.220], [4.987, 1.722, -3.768], [3.482, 1.005, -2.235], [2.406, 0.947, -1.590], [1.455, 0.790, -0.915], [3.226, 3.478, -4.363], [2.064, 2.938, -3.216], [5.329, 2.312, -4.509], [5.582, 0.981, -3.429]], "largest_force_ev_per_a": 0.84, "charge": 3, "de_lowest_kcal_mol": 0.00, "spin_multiplicity": 1, "gap_ev": 6.82}

---

{"formula": "C25H59Cl6N7O7", "method": "ωB97M-V/def2-TZVPD", "elements": ["C", "Cl", "Cl", "Cl", "H", "C", "Cl", "Cl", "Cl", "H", "C", "C", "C", "O", "C", "N", "H", "H", "H", "H", "H", "H", "H", "H", "H", "H", "H", "C", "C", "C", "O", "C", "N", "H", "H", "H", "H", "H", "H", "H", "H", "H", "H", "H", "C", "O", "N", "C", "C", "H", "H", "H", "H", "H", "H", "H", "C", "O", "N", "C", "C", "H", "H", "H", "H", "H", "H", "H", "C", "O", "N", "C", "C", "H", "H", "H", "H", "H", "H", "H", "C", "O", "N", "C", "C", "H", "H", "H", "H", "H", "H", "H", "C", "O", "N", "C", "C", "H", "H", "H", "H", "H", "H", "H"], "positions_angstrom": [[2.929, -2.036, 4.090], [3.994, -1.737, 2.720], [3.947, -1.872, 5.561], [2.002, -3.518, 3.961], [2.275, -1.164, 4.095], [0.046, 0.056, 6.423], [0.127, 1.742, 5.933], [-1.554, -0.551, 7.099], [1.511, -0.455, 7.302], [0.128, -0.547, 5.519], [-2.308, 4.552, 3.007], [-3.386, 4.098, 2.005], [-2.912, 3.217, 0.868], [-2.398, 4.142, -0.163], [-1.494, 3.556, -1.024], [-4.253, 3.412, 2.911], [-1.735, 3.758, 3.486], [-2.772, 5.270, 3.683], [-1.547, 5.056, 2.412], [-3.809, 5.053, 1.693], [-3.729, 2.624, 0.457], [-2.132, 2.560, 1.253], [-1.815, 3.962, -1.983], [-1.615, 2.545, -1.411], [-0.423, 3.550, -0.821], [-4.515, 4.087, 3.615], [-5.117, 3.055, 2.529], [0.049, -6.816, -4.138], [1.088, -6.632, -2.916], [0.650, -5.813, -1.692], [1.779, -5.696, -0.767], [1.699, -4.663, 0.208], [1.407, -7.979, -2.441], [-0.934, -7.228, -3.911], [0.527, -7.372, -4.944], [-0.144, -5.793, -4.463], [1.993, -6.154, -3.292], [-0.161, -6.214, -1.084], [0.522, -4.781, -2.020], [0.723, -4.784, 0.678], [1.872, -3.646, -0.143], [2.510, -4.780, 0.927], [1.944, -7.735, -1.621], [2.081, -8.185, -3.164], [2.850, 2.402, -2.855], [1.716, 1.986, -2.551], [3.871, 1.621, -2.913], [5.203, 2.139, -3.252], [3.626, 0.209, -2.825], [3.075, 3.422, -3.202], [5.821, 1.355, -3.688], [5.798, 2.390, -2.373], [5.208, 3.004, -3.915], [4.082, -0.415, -3.594], [4.064, -0.036, -1.857], [2.601, -0.153, -2.745], [-1.317, -2.209, -3.874], [-0.192, -2.272, -3.305], [-1.833, -1.021, -4.335], [-3.159, -0.982, -4.903], [-1.396, 0.326, -4.017], [-1.887, -3.124, -4.098], [-3.725, -0.578, -4.064], [-3.379, -1.897, -5.453], [-3.074, -0.184, -5.641], [-1.672, 1.011, -4.818], [-1.737, 0.736, -3.067], [-0.307, 0.342, -3.958], [-0.101, -1.517, 1.722], [-0.021, -1.332, 2.918], [0.037, -0.550, 0.816], [0.375, -0.762, -0.597], [0.232, 0.805, 1.347], [-0.412, -2.449, 1.225], [0.091, 0.041, -1.277], [-0.099, -1.692, -0.912], [1.464, -0.745, -0.579], [-0.054, 1.432, 0.503], [-0.340, 0.936, 2.265], [1.301, 0.897, 1.538], [4.311, 5.304, -0.864], [5.259, 4.646, -1.146], [3.175, 4.825, -0.161], [1.975, 5.685, -0.215], [3.101, 3.553, 0.483], [4.186, 6.347, -1.194], [1.934, 6.484, -0.956], [1.869, 6.155, 0.763], [1.001, 5.202, -0.288], [2.505, 2.933, -0.188], [4.032, 2.987, 0.505], [2.468, 3.549, 1.370], [-4.997, -0.461, 4.615], [-5.637, -1.304, 5.213], [-4.182, -0.885, 3.608], [-4.001, -2.195, 3.057], [-3.540, 0.090, 2.719], [-5.014, 0.632, 4.741], [-4.767, -2.832, 3.500], [-2.998, -2.594, 3.212], [-4.303, -2.312, 2.017], [-3.346, 1.145, 2.915], [-2.609, -0.345, 2.354], [-4.184, 0.115, 1.841]], "largest_force_ev_per_a": 3.58, "charge": -1, "spin_multiplicity": 2, "gap_ev": [1.58, 9.06]}

---

What is the charge in the third record? -1